[1]
A structure of composition C45H43Br2CoN6O2PS2 in a non-equilibrium geometry. Source: the Open Molecules 2025 dataset; level of theory: ωB97M-V with the def2-TZVPD basis set.

Geometry as XYZ:
```
102
Properties=species:S:1:pos:R:3
C 1.32486 -4.33654 -1.07928
C 2.86336 -0.39418 -6.39625
C 0.79101 -0.03507 -5.20295
H -4.67455 2.60444 -6.99091
C -0.86801 -2.65905 -1.34730
H 2.53549 2.86562 -5.55389
H -1.58284 -1.84485 -1.29956
C 1.68090 -0.88440 -5.85108
H -2.00755 4.80333 2.29191
S 0.95851 0.90747 -1.12756
Co -0.29332 -0.00536 0.61392
H -3.86788 1.18046 4.59940
N -0.95351 1.81302 1.60526
H -1.86026 4.60401 4.04291
H -4.78274 3.03087 -1.27103
C -2.89860 2.01455 -1.13520
H -1.62619 -2.24376 2.38765
C 6.45159 -4.49587 4.50661
H -2.65538 1.90271 -8.24339
H 1.41918 -1.93367 -5.93239
C 0.62969 -0.27934 4.69880
C 5.12379 -2.06482 5.15186
H -3.87446 3.64435 4.37813
C -4.43494 1.64174 3.78711
Br 1.81761 0.73948 5.75746
H 0.12590 3.16877 3.74193
H -1.67813 -2.71900 4.82488
C -1.68316 4.11325 3.08281
C -4.30193 0.79292 2.53831
C 0.60164 -0.07061 3.33281
C -1.94982 0.43308 -5.25921
C -0.21699 3.77061 2.89469
C 6.07669 -2.61030 5.99275
C -4.07541 1.59851 -5.18933
P -0.73607 -0.65816 -4.36764
C -1.54180 2.01577 -1.45484
C -2.07659 1.86538 2.23375
H 0.60728 -4.57027 -1.85169
C -1.88030 4.08639 -2.66013
H 7.47549 -4.20140 6.35657
C 5.48590 -3.96769 3.65078
C 2.35905 -5.22132 -0.78407
S -1.10770 -2.52825 -5.11647
C -1.02282 -1.95236 4.43629
C -3.91788 1.99664 -6.50833
H 1.24798 0.65906 2.86520
H 6.95841 -5.41830 4.25491
C 2.24025 -2.82501 0.56769
H -4.95546 1.89767 -4.63107
C -2.78144 1.60554 -7.20836
H -0.32488 3.60878 0.74691
H 0.38109 4.68207 2.85697
H 1.62760 -0.99418 0.68446
C -3.22279 4.08903 -2.30128
C 4.08460 -3.59229 2.08165
H 3.33413 -1.76894 2.81140
H -3.22112 0.51199 -3.54728
H -0.93579 0.51891 -7.14600
H -3.29622 1.17171 -0.58131
Br 2.49096 -6.82948 -1.78463
N -2.47724 2.89534 3.05667
C -1.04996 3.06135 -2.23677
C -0.19856 -1.22645 5.27658
H -1.29877 -3.58895 -0.96376
C 2.29867 1.81143 -5.64338
N -0.22354 -0.75650 2.52961
O 2.23716 -1.60786 1.16638
C -0.08237 2.97443 1.60827
H -0.55647 -2.78425 -2.38379
H 4.62035 -1.13750 5.39416
H -0.19440 -1.38781 6.34576
H 0.00122 3.05468 -2.49933
H -3.87470 4.88610 -2.63720
C 4.84570 -2.76460 3.98260
H 4.02083 -5.69871 0.48951
C 3.17577 0.95348 -6.29972
C -3.09796 0.82313 -4.57735
C 6.73319 -3.80961 5.67267
H 0.44502 1.98983 -4.58537
H -4.95210 1.19685 1.75008
C 3.26091 -4.98041 0.22009
N 3.95595 -2.54716 2.95776
C -1.00094 -1.68744 3.07523
C -3.73208 3.04753 -1.53652
H 4.09495 1.33547 -6.72811
O 0.22731 -2.25855 -0.50277
H 6.31753 -2.10643 6.92025
H -2.61039 0.14280 1.40609
H 0.94159 2.63141 1.45161
C -0.68502 0.92414 -0.96676
H -4.61250 -0.23633 2.72377
H 3.54148 -1.07115 -6.90357
C 1.23947 -3.15380 -0.36688
H -4.46769 3.51197 2.72111
H -1.48183 4.88492 -3.27363
N 4.99046 -4.46054 2.45815
C 3.19954 -3.76915 0.91865
C 1.12552 1.31740 -5.09727
C -3.85805 3.01200 3.48811
C -1.81248 0.83025 -6.58994
H -5.47812 1.72738 4.09265
N -2.91393 0.78759 2.13303
```

Summary:
calculated total energy	-9888.17481	Ha
E_HOMO	-3.28	eV
total charge	-1
relative energy (zero: lowest compared OMol25 entry of this formula, charge and spin)	1.4117	eV

---

[2]
A structure of composition C45H43N2O4P2Sm in a non-equilibrium geometry. Source: the Open Molecules 2025 dataset; level of theory: ωB97M-V with the def2-TZVPD basis set.

Geometry as XYZ:
```
97
Properties=species:S:1:pos:R:3
H 2.49666 1.00347 5.34624
H 4.99197 0.94264 3.04291
C 4.55409 -0.06508 -0.71781
C -3.03035 -2.00060 4.48775
C -5.75793 0.55927 -0.10567
H -2.76471 3.66992 -1.88393
C -3.56627 -4.65745 -0.90122
H 1.80328 -0.41756 4.50903
O -0.92342 0.01242 3.32130
H 2.86923 1.52259 1.85014
C -3.25039 -3.61524 -0.04878
H 2.74486 -0.34520 -6.28960
H 1.90245 6.81393 -0.57161
Sm -0.30948 0.47051 -0.12650
H -0.26465 5.55800 -0.66232
C -4.41755 2.16785 1.15192
C -2.30837 -3.58497 -2.70543
C -2.47294 -2.57206 -0.56466
C 1.02446 -0.80566 1.61478
C 3.69552 0.99083 1.35450
C 1.84124 -0.64105 -3.01472
H -3.05801 0.68035 4.74592
C 1.90354 5.72761 -0.65345
H -3.68663 -0.57365 2.97163
C -3.05035 -1.42616 3.23310
H -2.33928 0.26159 6.32255
O 0.89345 3.56649 5.97284
H 3.27610 1.98519 -5.55704
H 0.43790 1.07788 6.81728
C 1.95524 3.01047 -0.84046
C 0.69156 5.03366 -0.72586
O 1.50638 3.40937 1.61589
C 0.38960 0.61741 5.82204
H -1.34901 -1.67084 -2.24619
C 2.20550 0.67834 -2.65046
C -3.50802 0.03754 0.51564
H 4.08899 5.57333 -0.58187
H -6.47184 2.47011 0.56373
C 0.81295 2.82768 2.50542
O 1.58528 -1.19903 2.53097
H -2.35935 1.58170 1.59660
H -4.31628 3.12986 1.65579
C 1.79661 0.16641 5.43639
C -1.63754 2.13638 5.49449
H -0.27377 3.07466 -0.78208
P -2.28077 -1.28684 0.64711
H -6.68344 0.25895 -0.58576
C -2.13448 -3.03310 4.76733
C -2.71037 1.08521 5.70255
H -3.57393 -3.57159 1.00414
H -4.73218 -1.30992 -0.63419
H -2.75734 3.26452 -2.51714
H -1.95992 -3.59062 -3.73435
H -0.53106 -4.30037 4.02676
C 5.87857 -0.01977 1.29748
H 1.43422 -1.35898 -2.28242
H -2.04901 2.94909 4.86897
C -3.09703 -4.63465 -2.21959
C 0.68283 3.64260 -0.81991
C -1.20911 -2.94352 2.53955
C 2.68328 1.64039 -3.54966
N 0.94967 3.41218 3.73659
C -3.32164 1.30251 1.12490
C 4.87355 0.65633 2.00191
P 2.20423 1.22102 -0.95485
H 4.36455 -0.31402 -1.76974
N 0.03021 1.74697 2.33854
H 4.11084 3.08104 -0.68442
H -0.26809 -0.26151 5.88388
H -3.56582 1.54442 6.21692
H 1.54872 4.21578 3.68450
C 3.18214 3.68028 -0.75137
H 2.17316 -0.49447 6.22778
C 5.72187 -0.38158 -0.04346
H 2.89646 2.65237 -3.17804
C -4.69104 -0.32728 -0.14495
C 2.88315 1.24925 -4.86476
C 2.06275 -0.99576 -4.34446
H -4.17551 -5.45468 -0.50012
H -3.71609 -1.60001 5.22597
C -1.22688 -3.49798 3.80820
C -2.17158 -1.95754 2.27846
C 3.59214 0.66084 -0.00645
H -2.14688 -3.47338 5.76001
H 1.83551 -2.01134 -4.66499
C 0.57354 2.95486 4.95454
C -0.27074 1.68533 4.94145
C -5.62071 1.79320 0.54393
H -3.36410 -5.46375 -2.86798
H -0.49326 -3.24601 1.75919
H -1.41183 2.59976 6.46393
H 6.80271 -0.27408 1.80606
C -1.96517 -2.51345 -1.88343
C -0.41110 1.14398 3.48008
H 6.49033 -0.90482 -0.59763
C 2.57827 -0.06232 -5.25292
C 3.13782 5.06281 -0.66006
```

Summary:
calculated total energy	-3491.16113	Ha
E_HOMO (spin up / spin down)	-13.51 / -13.26	eV
total charge	+2
spin multiplicity	6

---

[3]
A cluster of 5 separate species, C45H44BCl2N2O22PS in total in a non-equilibrium geometry. Source: the Open Molecules 2025 dataset; level of theory: ωB97M-V with the def2-TZVPD basis set.

Geometry as XYZ:
```
118
Properties=species:S:1:pos:R:3
C -2.79728 -1.17269 -0.22177
H -7.63565 4.61377 0.85552
C -1.73404 6.81212 3.51195
P 6.68912 -4.49691 -1.65664
C -1.16778 -1.09083 -3.22549
C 5.94653 -10.36318 -4.01748
H -1.88297 -1.38626 0.33301
C 6.72850 -7.90009 -5.34390
O -1.19576 8.87513 4.48565
O 0.80284 -0.01924 1.09920
O 4.83018 -6.84780 -4.44960
O 0.02875 3.54970 3.89512
H 0.71346 2.99461 -0.75654
C 0.56228 5.62408 4.81793
C 3.49424 -1.10359 -1.45463
C -6.89089 4.28937 0.14278
O -2.54646 5.72835 10.99353
C -1.42157 5.40478 3.33608
H 7.06650 -7.01532 -5.86496
H -2.67543 -0.81802 -4.72416
Cl -3.29124 0.54394 1.86289
C -2.43633 -1.53252 -3.93965
H -2.41865 0.87170 -0.87152
O 7.82648 -11.42358 -4.92979
H -7.12693 5.09178 -3.47982
C 1.27446 -0.42790 -2.00563
C -3.88406 -0.71460 0.74116
H -3.26360 8.03945 9.95438
H -2.50910 -3.53884 -2.59443
H 0.27011 -5.93004 -3.06640
H -0.92537 -4.45914 -1.01026
C 7.06108 -10.35194 -4.76070
C -2.73658 5.93183 9.80955
O -3.38767 6.38608 5.81824
H 0.00233 -1.83766 -4.82882
H -3.13512 -2.10944 -0.67201
H 4.09855 -7.13946 -3.86819
S 2.76627 -1.43793 -4.05605
H 8.56349 -11.14110 -5.50451
H -0.27986 3.79089 0.48194
O -3.70646 8.49258 7.38253
O -2.14609 3.64598 9.41820
O -2.08274 4.65638 2.64315
C 0.33012 2.92126 0.26162
B 0.10992 0.57473 0.06677
C -7.07307 4.67165 -1.24473
C 4.28163 -1.41341 -0.34378
C -0.21891 4.84656 4.05448
H -1.79596 -6.02066 -1.05844
O -5.60266 3.17170 1.74793
C -3.16802 6.19106 7.00053
C -0.95519 7.58081 4.27776
O -8.00424 5.34522 -1.64708
C 0.06033 -0.12053 -1.36883
O -6.29867 4.57457 -3.50733
H -2.60394 4.09390 6.84794
O 0.92589 7.80301 5.64048
C 5.24681 -2.40549 -0.41132
C -0.73049 -5.54014 -2.88941
C 0.25668 7.03582 4.97195
H -4.25344 3.14392 -2.61606
O -0.82150 -4.27868 -3.49877
O 6.60125 -4.91132 -3.23717
O 0.22993 -6.15601 -0.78795
C 2.98379 1.28504 -1.70034
C -4.99068 3.47951 -1.89983
H -2.61041 7.19578 3.01001
N 4.39757 1.48887 -1.67042
C -2.74238 4.91288 7.54019
H 0.64598 -0.96788 1.07468
H -2.07595 3.82764 10.37540
H 4.84485 -3.34714 -3.62938
H -2.75926 -4.68407 -3.95152
H -4.24200 -1.55245 1.33143
H -0.66501 3.19529 3.30543
H 4.12267 -0.86076 0.57229
C 5.61688 -7.91867 -4.60421
O 4.14305 -9.07263 -3.21420
C -2.16272 -3.83651 -3.59266
H 2.55610 1.95718 -0.96118
H 4.87937 1.05643 -2.44375
C 7.53237 -9.10894 -5.46448
C -4.79572 3.11640 -0.50537
C -0.89148 -5.49092 -1.37069
C 4.69871 -2.82086 -2.69715
H 1.16150 2.81549 0.96028
H -3.78234 8.31258 6.42561
H 2.62026 1.60561 -2.67805
O 8.56238 -9.17117 -6.10567
N 2.49700 -0.09938 -1.34545
C -2.53637 4.78322 8.85797
C -1.16213 -0.44979 -1.98058
C 1.23082 -1.04039 -3.25501
C 5.46408 -3.14201 -1.57272
C -2.47536 -0.12618 -1.29075
C 5.15859 -9.15069 -3.88016
O -2.26054 -2.82451 -4.52564
C 0.03572 -1.36128 -3.86009
Cl 8.53373 -3.57315 -1.53688
H -4.76945 2.65577 1.73944
H -0.48166 9.18881 5.07294
H 0.03068 -6.34024 0.13227
C -6.05752 4.20775 -2.25384
H 5.83286 -2.59789 0.48039
C -5.82475 3.55725 0.49996
C -3.34183 7.34681 7.94684
C 3.73528 -1.82361 -2.62020
H -1.42771 -6.26184 -3.32742
O -3.84934 2.47041 -0.09777
H 5.59927 -11.24925 -3.50555
H 4.81978 1.25699 -0.78535
H -3.27543 -1.59614 -3.25136
H -4.72607 -0.26522 0.22222
H -3.25836 -0.08428 -2.04319
C -3.13967 7.21680 9.26461
O -0.53000 1.77258 0.34462
H 1.42843 5.23950 5.33787
H 5.73848 -5.31916 -3.41206
```

Summary:
SMILES	COB(O)c1c(CCCCl)c(COCOCCO)cc2c1N(CN)c1ccc(P(O)Cl)cc1S2.O=C1C=C(O)C(=O)C=C1O.O=C1C=C(O)C(=O)C=C1O.O=C1C=C(O)C(=O)C=C1O.O=C1C=C(O)C(=O)C=C1O
calculated total energy	-5190.83276	Ha
E_HOMO	-8.06	eV
relative energy (zero: lowest compared OMol25 entry of this formula, charge and spin)	0.0000	eV

---

[4]
A structure of composition C45H44BrGeN6O5PtS2 in a non-equilibrium geometry. Source: the Open Molecules 2025 dataset; level of theory: ωB97M-V with the def2-TZVPD basis set.

Geometry as XYZ:
```
105
Properties=species:S:1:pos:R:3
C -1.15553 -6.71906 2.36397
C 3.36277 -2.31406 -1.93293
C -2.89493 1.00034 2.11697
H -0.63173 -1.49176 5.44527
N -0.22473 3.33764 -3.10493
H -2.63923 0.90584 1.06987
H -1.25253 -1.47226 -1.59433
N 5.02937 0.74884 -1.64793
H 2.41617 -4.08096 -1.21053
H -4.97723 4.88564 -2.05143
H -1.27183 5.21184 4.85867
H -3.87453 1.38444 5.82787
H -3.08143 4.90284 -0.47893
H 0.65717 4.54184 -0.94183
C -1.04973 -2.44996 3.57887
C 3.28347 -1.26416 -2.82883
O 5.74017 -0.74266 -3.50303
H -0.67433 -3.91846 -3.27533
C -4.01263 0.17424 4.07697
C -1.59583 3.10314 2.21867
C -1.87143 -2.87166 -0.06683
C -3.66493 0.04814 2.72477
O 0.50737 1.01664 1.93537
N -0.75563 -0.81776 0.27127
H -1.10383 2.97754 -2.74673
H 0.33377 4.52694 -4.72523
C 0.65397 -5.10426 2.57907
H -4.06863 0.85004 -3.10363
H 0.43727 -2.09106 -4.42073
N 2.05127 2.74354 -3.29643
C 2.71247 4.02014 -3.46093
H 2.70387 1.94474 -3.37553
C -2.80703 2.26314 4.18657
O 2.87267 1.39384 -0.21883
H 2.29977 4.75444 -2.77333
H 2.41537 -5.53186 1.45797
Pt 0.51197 1.00734 -0.10853
O 2.18517 -0.66056 0.18767
C -1.28183 -1.70436 -0.53833
H -1.30913 4.76564 -4.12023
C 2.36357 -3.27046 -1.91933
H 0.16887 0.61614 4.44307
Br 1.96197 -8.04886 -0.02353
C 3.07007 0.20944 0.16977
O 4.05147 1.02394 -3.86183
H 0.58517 -5.15186 -3.32473
C -3.59833 1.26354 4.78927
H -2.35123 -3.54976 -0.75383
C -2.37793 3.39284 4.91177
H -2.67183 3.49174 5.94807
H 4.48167 -1.17226 1.01917
H -4.00843 -0.81226 2.16877
C -2.42883 2.12654 2.82257
C -0.18033 -0.19306 3.82127
H 0.00357 -4.56946 -1.76953
C 0.89847 -7.02406 1.18257
C -1.59933 4.33944 4.30887
Ge -0.90573 2.90414 0.34877
C -1.19843 -2.23106 2.15467
H -5.44463 2.87644 -3.40383
C 5.52137 -0.01476 -0.52273
H -0.58643 5.45684 -0.07853
H -2.33633 -3.99126 1.69167
C -4.63123 2.87644 -2.69373
C -0.67203 -1.03766 1.59687
H 2.64747 4.39974 -4.48213
C -3.85953 1.73954 -2.52613
H 5.82447 -0.98436 -0.92063
C 0.23387 -4.26756 -2.78963
H 3.76497 3.86714 -3.23083
H -4.61333 -0.58846 4.54877
H -0.76123 -8.36916 1.06277
H 0.05517 5.42914 -3.21973
C -0.38313 -7.46076 1.50527
H -2.15973 -7.02686 2.60957
C 0.79857 2.49184 -2.98593
C -1.20093 4.18164 2.97327
C 1.41877 -5.85356 1.72197
C -0.63713 -1.35426 4.37607
H 4.74827 0.52784 1.43427
H 0.80777 4.79584 0.78797
C 1.25137 -2.16156 -3.71563
H -0.56873 4.94184 2.53807
C -3.29403 4.01584 -1.05723
C -0.08543 -0.02226 2.42087
H 6.42497 0.47914 -0.14883
C -2.49583 2.89134 -0.89163
N -1.50223 -4.76116 3.63347
C -2.81313 1.74924 -1.62063
C -0.66413 -5.51036 2.90317
H -2.21793 0.85634 -1.48103
S 4.58597 -0.03976 -3.02823
H 4.19227 -2.40086 -1.25153
H 2.22467 -0.39066 -4.45383
C -1.84073 -3.11916 1.29247
C 1.29277 -3.20756 -2.80393
C -4.35833 4.00704 -1.94233
C 0.09747 4.61324 -0.01433
C -0.27753 4.58824 -3.82833
S 0.38347 0.88854 -2.48013
H 1.04337 -4.19116 3.00547
C 2.24347 -1.19686 -3.73493
C 4.49117 -0.15636 0.62167
H 4.33747 1.43874 -1.35983
N -1.22553 -3.62456 4.13227
```

Summary:
calculated total energy	-8012.52005	Ha
E_HOMO (spin up / spin down)	-6.27 / -6.26	eV
relative energy (zero: lowest compared OMol25 entry of this formula, charge and spin)	2.0934	eV
spin multiplicity	2